15
Properties=species:S:1:pos:R:3:forces:R:3 method="wB97M-V/def2-TZVPD" gap_ha=0.4135 e_lumo_ev=1.0 de_lowest_kj_mol=216.4 smiles="[H]/N=C(/C)OCC"
C -0.68747 -0.04978 -0.95857 3.4 2.8 -2.2
H -1.53307 0.75873 -2.89997 -0.2 -1.1 -1.3
N -1.30506 -1.09260 -0.89164 -1.6 -2.8 1.8
C 0.68992 -0.01457 2.07632 0.9 -1.8 0.5
H -1.00813 -1.73395 -0.12962 -0.1 0.4 -0.8
C -0.97960 1.02177 -2.05426 4.3 0.1 2.5
H 1.24401 0.83992 2.51486 0.2 -0.8 -0.4
H 0.79267 -1.56587 0.48181 -0.2 0.4 0.4
H 0.05886 1.54496 -2.16675 -2.0 -1.0 -0.7
H -0.30957 0.33276 2.03664 -1.2 0.3 -0.4
H 2.21340 -0.65163 0.50302 -0.4 0.8 0.2
C 1.12203 -0.51125 0.63190 0.2 -1.8 2.2
H 0.62412 -0.90619 2.82439 0.6 1.6 -1.2
O 0.62202 0.27069 -0.36241 -2.4 1.2 -1.8
H -1.54414 1.75700 -1.60573 -1.4 1.8 1.3



6
Properties=species:S:1:pos:R:3:forces:R:3 method="wB97M-V/def2-TZVPD" charge=+1 gap_ha=0.2908 e_lumo_ev=-6.6 de_lowest_kj_mol=25.5
I -1.94151 -0.36839 1.40663 1.0 0.4 -0.6
H 0.10659 -1.64946 -0.49592 -0.7 -1.8 -0.7
I 1.46277 1.89873 1.24137 -0.6 -1.1 -0.5
I -0.52297 0.98587 -2.06415 -0.1 0.2 0.3
O 0.83617 -1.12329 -0.20600 0.4 2.1 1.3
P 0.05895 0.25653 0.11806 0.1 0.1 0.3



17
Properties=species:S:1:pos:R:3:forces:R:3 method="wB97M-V/def2-TZVPD" gap_ha=0.3713 e_lumo_ev=0.5 de_lowest_kj_mol=373.5 smiles="CCB(C)C1=NC1"
C 0.45943 -0.63365 1.12592 1.9 -0.6 -0.1
H -0.57578 0.46622 -1.97089 0.0 0.9 0.5
H -2.84356 0.04791 -0.31558 0.9 -0.2 -0.6
H -2.03382 -1.60568 -0.13307 -0.3 0.8 -0.1
C 1.29004 -1.85701 1.43335 1.7 1.9 -1.3
C 1.14307 1.64368 -1.12999 -0.1 2.3 -0.4
C -2.01313 -0.51834 0.14673 0.1 -1.1 0.4
H 2.31386 -2.05782 1.15567 0.2 0.4 -0.9
H 1.66686 1.43611 -0.14664 -0.4 0.2 -1.3
H 1.12556 2.83995 -1.25027 0.2 -2.6 0.2
N 1.11917 -0.67110 2.21656 -1.6 1.5 0.2
H 0.83081 -2.70284 1.70241 -2.0 -3.1 1.3
C -0.35441 1.10333 -1.06522 5.2 -4.1 -0.3
H -2.36091 -0.54497 1.16799 0.2 -0.2 0.8
H -1.04382 1.83960 -0.97747 -2.3 2.1 0.4
H 1.75631 1.25921 -2.01392 -0.9 0.3 1.3
B -0.47966 -0.04460 0.05440 -2.8 1.6 0.0